A cluster of 9 separate species, C44H70Cl2N11O3PS in total at a distorted geometry. Source: the OMol25 dataset; level of theory: wB97M-V/def2-TZVPD.

As for the spin multiplicity: 1.

The geometry in XYZ format:
```
132
Properties=species:S:1:pos:R:3:forces:R:3:lowdin_charge:R:1
C -6.77988 3.99753 -1.20802 -0.8 0.2 1.6 -0.142
C -6.01754 4.23943 0.20678 1.1 -2.4 -0.3 -0.630
Cl -6.24032 5.85356 0.98477 0.2 -1.4 -0.8 0.629
C -5.24799 3.22979 0.82753 -1.6 2.6 -1.3 -0.560
Cl -5.24991 1.64109 -0.14052 0.1 1.9 1.4 0.611
C -4.47851 3.29500 2.23639 1.6 -1.1 -0.9 -0.504
P -5.83017 2.74489 3.44361 -1.6 -1.4 -1.9 0.946
C -5.34580 1.38924 4.63375 1.0 0.1 1.3 -0.297
C -6.91958 4.09369 4.11891 -0.9 0.6 1.5 -0.317
N -3.51389 2.11459 2.05977 2.4 -0.9 1.0 -0.015
C -2.38024 2.10151 3.05056 0.1 0.9 0.9 -0.351
O -1.54210 1.21075 3.29824 -3.2 3.1 -1.4 0.050
C -2.60424 3.56438 3.73674 0.3 -2.7 0.4 -0.472
S -1.22158 4.32857 4.70391 0.4 0.1 0.0 0.753
C -3.40899 4.43543 2.60465 0.3 0.5 1.5 -0.319
C -2.62047 4.93991 1.30078 0.6 1.1 -0.6 -0.131
C -1.03481 5.08084 1.43176 0.5 -1.0 0.6 -0.211
C -0.24460 5.37449 0.06920 1.0 0.1 -0.4 -0.194
C 1.10884 4.47908 -0.09281 0.3 0.2 0.1 -0.211
C 2.09511 4.58371 1.17517 0.8 -0.2 -0.1 -0.203
C 2.02177 3.33609 2.19526 0.3 0.3 0.5 -0.223
C 3.35713 2.44737 2.26947 -0.1 -0.9 0.4 -0.204
C 3.34806 1.23990 1.17907 -0.1 0.0 0.6 -0.193
C 3.51397 -0.22687 1.85159 -0.2 -0.3 -0.6 -0.204
C 4.96365 -0.88318 1.57124 -0.3 -0.2 0.5 -0.215
C 4.91569 -2.15106 0.55512 0.5 0.9 0.3 -0.169
C 4.88511 -1.65547 -0.98906 0.1 -0.2 1.0 -0.147
N 5.72586 -2.58115 -1.80425 3.0 -2.1 -3.2 -0.164
C 5.60851 -4.01039 -2.03990 2.3 -1.1 -2.1 -0.095
C 6.69777 -4.58510 -3.00099 -0.9 5.2 1.9 -0.076
C 7.56661 -3.32701 -3.37549 -4.1 0.5 3.4 -0.083
C 6.89183 -2.15427 -2.57712 1.2 -2.8 -1.7 -0.095
C -3.76372 5.75739 3.41129 0.4 2.5 -0.2 -0.176
O -4.22943 5.57082 4.77246 1.3 -3.5 -1.2 -0.245
O -4.82962 6.69581 5.24773 -1.1 2.5 1.1 -0.044
H -7.56950 3.17906 -0.97992 1.4 1.2 -0.6 0.088
H -6.07469 3.64622 -2.03105 -1.0 0.6 1.2 0.074
H -7.39764 4.92945 -1.49070 1.3 -1.4 0.4 0.064
H -4.89434 1.84842 5.58878 -0.7 -1.0 -1.1 0.045
H -6.27369 0.75563 4.88942 1.4 1.2 -0.5 0.059
H -4.55348 0.68945 4.16007 -1.4 1.3 0.6 0.044
H -6.90607 5.10371 3.58919 0.4 -1.6 0.5 0.011
H -8.02766 3.73291 4.07207 2.2 0.4 0.0 0.026
H -6.67356 4.28348 5.22187 -0.4 -0.1 -1.5 0.049
H -2.92168 2.21609 1.20247 -1.3 -0.2 0.3 0.118
H -3.30080 3.23177 4.60564 0.5 1.0 -1.7 0.095
H -0.23501 3.37712 4.93713 -1.2 0.2 -0.8 -0.105
H -3.03201 6.00151 1.06886 0.5 -1.8 0.3 0.129
H -2.81853 4.32845 0.34745 0.0 0.6 1.6 0.123
H -0.75359 5.84083 2.25330 -0.5 -1.2 -1.4 0.102
H -0.63816 4.06276 1.82637 -0.6 1.6 -0.6 0.091
H -0.87849 5.19361 -0.87405 0.7 0.4 1.5 0.108
H 0.13529 6.47043 0.05601 -0.9 -1.7 -0.1 0.116
H 0.86794 3.37024 -0.28793 0.2 1.6 0.4 0.106
H 1.73192 4.81748 -1.01134 -1.4 -0.3 1.4 0.110
H 3.18506 4.60789 0.77917 -1.8 0.0 0.6 0.108
H 1.95713 5.58123 1.73580 0.0 -1.5 -0.9 0.113
H 1.81559 3.72353 3.26468 0.2 -0.6 -1.7 0.097
H 1.16281 2.64464 1.89124 1.1 0.9 0.6 0.091
H 4.33073 3.06253 2.22056 -1.6 -0.7 -0.1 0.112
H 3.37169 1.92082 3.30188 0.0 1.0 -1.6 0.102
H 4.21527 1.37210 0.43097 -1.6 -0.1 0.9 0.100
H 2.31208 1.28760 0.67045 1.8 -0.1 0.4 0.098
H 2.70481 -0.92394 1.39869 1.3 1.1 0.7 0.105
H 3.30440 -0.21847 2.98294 0.3 0.2 -1.7 0.103
H 5.40029 -1.23047 2.57768 -0.6 0.4 -1.6 0.091
H 5.67045 -0.05368 1.18094 -1.0 -1.5 0.5 0.109
H 4.01336 -2.81655 0.78561 1.2 1.0 -0.3 0.110
H 5.87609 -2.76128 0.74129 -1.6 1.0 -0.5 0.083
H 5.36197 -0.61316 -1.06866 -0.6 -1.7 0.1 0.119
H 3.80457 -1.57561 -1.37787 1.7 -0.3 0.4 0.131
H 4.81491 -4.69620 -1.59660 1.1 1.6 -0.5 0.101
H 6.84975 -5.66237 -3.34258 -0.4 1.8 0.8 0.062
H 8.49495 -3.24991 -4.05095 -1.8 -0.1 1.4 0.077
H 7.29851 -1.07814 -2.62981 -1.2 -1.9 0.4 0.102
H -4.48503 6.49148 2.91499 0.8 -1.4 0.4 0.094
H -2.77001 6.35984 3.50465 -1.4 -1.0 -0.4 0.131
H -4.65921 6.69132 6.22463 0.2 -0.3 -1.3 0.136
C 9.93310 -7.68756 -4.20126 -0.9 0.1 1.2 -0.125
C 9.01722 -7.70623 -3.01116 1.1 2.3 3.1 -0.244
N 8.25211 -7.72072 -2.01848 6.8 2.9 -3.3 -0.001
H 10.32833 -8.69051 -4.38114 -0.1 0.0 -0.1 0.062
H 9.38477 -7.35846 -5.08794 0.0 -0.1 0.0 0.063
H 10.76768 -7.00328 -4.02534 0.1 -0.1 -0.2 0.046
C -2.94507 -1.76785 2.44569 -0.2 -0.9 0.1 -0.079
C -3.26028 -3.21779 2.66971 -0.6 -2.7 0.4 -0.252
N -3.50891 -4.36129 2.84634 0.9 3.9 -0.6 0.100
H -2.84141 -1.25741 3.40443 0.0 -0.1 -0.1 0.060
H -2.01132 -1.67219 1.88950 -0.1 0.0 0.1 0.078
H -3.74848 -1.29650 1.87652 0.0 -0.1 0.1 0.072
C 5.48484 -10.77945 -2.89772 0.8 0.6 0.1 -0.050
C 6.44799 -9.64841 -2.67902 1.8 2.0 0.5 -0.025
N 7.21205 -8.74920 -2.50968 -9.8 -7.8 -1.1 0.042
H 5.21501 -11.22689 -1.93964 0.1 0.1 0.0 0.083
H 4.58105 -10.41031 -3.38481 0.2 0.1 0.0 0.047
H 5.94153 -11.54240 -3.52997 -0.1 0.1 0.1 0.044
C 8.83273 -4.35376 0.86486 -0.3 0.7 0.6 -0.061
C 8.30801 -3.29877 1.79478 -1.0 2.0 1.8 -0.245
N 7.89161 -2.46688 2.52806 1.5 -2.9 -2.5 0.118
H 8.02347 -5.02345 0.56824 0.1 0.1 0.0 0.076
H 9.25253 -3.88636 -0.02753 -0.1 0.0 0.1 0.077
H 9.61098 -4.93398 1.36336 -0.1 0.1 0.0 0.076
C 1.29856 -10.12535 -4.33247 0.7 0.2 -0.5 -0.070
C 2.49561 -9.76833 -5.16342 2.8 0.9 -2.1 -0.254
N 3.44007 -9.48157 -5.83027 -3.8 -1.2 2.8 0.114
H 0.42979 -9.55815 -4.67046 0.1 0.0 0.0 0.078
H 1.08658 -11.19172 -4.42629 0.1 0.1 0.0 0.079
H 1.49113 -9.89108 -3.28415 0.0 0.0 -0.1 0.076
C -8.16556 8.44191 -1.81885 -0.3 -0.3 -0.9 -0.071
C -8.59391 8.01782 -3.19250 -0.8 -0.8 -2.6 -0.240
N -8.93181 7.68327 -4.27579 1.2 1.1 3.7 0.118
H -7.20539 7.98551 -1.57164 -0.1 0.0 -0.1 0.062
H -8.06407 9.52774 -1.78004 0.0 -0.1 -0.1 0.079
H -8.90885 8.12723 -1.08440 0.0 0.0 -0.1 0.077
C -8.33116 5.34308 -6.97847 -0.3 -0.2 -0.9 -0.088
C -8.75996 4.91911 -8.35240 -0.8 -0.8 -2.6 -0.257
N -9.09817 4.58475 -9.43595 1.2 1.2 3.7 0.100
H -7.37112 4.88653 -6.73182 -0.1 0.0 -0.1 0.073
H -8.22958 6.42870 -6.93914 -0.1 -0.1 0.0 0.062
H -9.07405 5.02874 -6.24386 0.0 0.1 -0.1 0.071
C 6.98607 -15.03955 -4.94635 -0.8 0.5 0.2 -0.064
C 5.74735 -14.28530 -4.56280 -2.3 1.4 0.7 -0.234
N 4.77001 -13.69049 -4.26040 3.4 -2.1 -1.0 0.118
H 7.58369 -15.24800 -4.05744 -0.1 0.1 -0.1 0.079
H 6.71355 -15.98312 -5.42187 0.0 0.1 0.1 0.079
H 7.57996 -14.44714 -5.64429 -0.1 0.0 0.1 0.079
C -9.57131 7.44378 4.09818 -0.2 -0.9 0.1 -0.064
C -9.88077 5.99354 4.32450 -1.0 -4.0 0.7 -0.234
N -10.13520 4.83804 4.50702 1.1 5.3 -0.8 0.119
H -9.46148 7.95370 5.05663 0.0 -0.1 -0.1 0.079
H -8.64195 7.54126 3.53418 -0.1 -0.1 0.1 0.068
H -10.38054 7.91251 3.53580 0.0 -0.1 0.1 0.077
```
Forces are in eV/Å.



A cluster of 10 separate species, C2H24N2O10 in total. Source: the OMol25 dataset; level of theory: wB97M-V/def2-TZVPD.

Its energy above the lowest of the compared OMol25 structures with the same formula, charge and spin is 0.0 kJ/mol. As for the spin multiplicity: 1. As for the structure (SMILES): CNC(N)=O.O.O.O.O.O.O.O.O.O.

The geometry in XYZ format:
```
38
Properties=species:S:1:pos:R:3:forces:R:3:nbo_charge:R:1
C 0.57225 -0.61423 2.53481 0.1 -0.1 0.1 -0.428
N 0.30628 -0.14144 1.18144 0.1 -0.1 0.4 -0.671
C -0.94638 0.21489 0.84014 -0.3 -0.1 0.0 0.798
N -1.08509 0.96071 -0.29641 0.3 0.1 -0.2 -0.874
O -1.95944 -0.10010 1.49776 0.3 0.0 -0.1 -0.759
H 1.56093 -1.06336 2.55152 0.1 0.0 0.0 0.210
H -0.14485 -1.36685 2.85056 -0.1 0.0 -0.1 0.210
H 0.54867 0.19464 3.26197 0.0 0.1 0.1 0.216
H 1.11965 0.29100 0.70156 -0.4 0.0 -0.2 0.454
H -0.34471 0.93467 -0.99188 0.0 0.1 -0.1 0.433
H -2.01729 1.03065 -0.67087 -0.1 -0.2 0.1 0.412
O 1.14827 3.03477 -1.58112 0.0 0.2 0.0 -0.991
H 0.63513 2.60108 -2.27540 0.0 0.1 0.1 0.487
H 0.48536 3.44516 -0.98582 0.1 0.0 -0.2 0.506
O 2.70341 -0.67253 -2.46383 -0.1 0.0 -0.1 -1.001
H 3.42887 -1.14862 -2.88094 -0.2 0.0 0.1 0.491
H 1.90964 -1.24839 -2.46869 0.3 -0.2 -0.3 0.510
O -1.88244 0.56649 4.19082 -0.2 0.0 -0.1 -0.981
H -1.90102 0.27367 3.25687 -0.2 0.1 0.3 0.492
H -2.73939 0.98604 4.34483 0.3 -0.1 -0.1 0.466
O 0.18467 0.71870 -2.99201 -0.2 0.1 0.0 -1.004
H 1.13638 0.76964 -3.13680 0.1 -0.2 -0.1 0.490
H -0.00581 -0.23972 -2.93967 0.1 0.2 -0.1 0.508
O 0.27001 -1.99931 -2.60747 0.1 0.3 0.2 -1.024
H 0.11386 -2.36744 -1.69162 -0.1 -0.3 -0.3 0.521
H -0.00993 -2.64216 -3.25974 0.0 -0.2 0.0 0.494
O -0.84723 3.76641 0.14777 0.0 0.4 0.0 -0.971
H -1.05771 2.82306 0.24295 0.1 0.0 0.2 0.494
H -0.57891 4.10726 1.00738 -0.1 -0.2 0.0 0.484
O -2.35474 -2.79072 1.07663 0.0 0.1 0.0 -0.982
H -2.49440 -3.22831 1.92097 0.0 0.0 0.0 0.481
H -2.22718 -1.83972 1.29348 -0.3 -0.1 0.0 0.507
O 0.03835 -2.99449 -0.16632 0.0 -0.1 -0.3 -0.984
H 0.39942 -2.24811 0.32972 -0.1 0.0 0.2 0.486
H -0.87747 -3.11897 0.17439 0.2 0.2 0.2 0.517
O 2.34122 0.95704 -0.27734 0.0 0.1 0.0 -1.010
H 2.53879 0.35826 -1.02093 0.2 0.1 0.1 0.501
H 2.03281 1.79032 -0.69869 0.0 -0.1 0.0 0.509
```
Forces are in eV/Å.



A structure of composition C18H33N3O at a distorted geometry. Source: the OMol25 dataset; level of theory: wB97M-V/def2-TZVPD.

Its energy above the lowest of the compared OMol25 structures with the same formula, charge and spin is 1517.0 kJ/mol. As for the spin multiplicity: 1.

The geometry in XYZ format:
```
55
Properties=species:S:1:pos:R:3:forces:R:3:nbo_charge:R:1
C -6.85369 -0.79936 -0.93449 3.2 -3.8 -3.5 -0.561
C -5.37537 -0.90100 -0.37458 -4.7 -2.0 -0.6 -0.441
H -5.47724 -0.71996 0.68464 0.6 -0.1 0.3 0.212
H -5.03397 -1.89635 -0.62504 0.1 -0.5 0.4 0.201
C -4.58416 0.05157 -1.04016 0.5 7.8 6.5 -0.132
N -3.32132 0.21976 -0.33358 -1.0 -1.4 -5.7 -0.565
C -2.36018 -0.77243 -0.64533 1.2 4.2 -6.8 -0.014
C -0.96686 0.14422 -1.07882 -0.4 -0.3 3.5 -0.429
H -0.19605 -0.53085 -1.34277 0.8 -0.8 -0.6 0.201
C -0.50182 0.85462 0.29701 0.1 0.9 -0.6 -0.062
N 0.42658 2.08230 0.02894 4.9 -14.4 5.3 -0.613
C 1.68144 1.74273 -0.45865 -1.7 -6.7 5.2 0.820
O 2.48112 2.34612 -0.96884 4.7 8.1 -5.4 -0.598
N 2.28468 0.47811 -0.08590 -4.4 -2.0 2.2 -0.711
H 1.71779 -0.25666 0.32159 -0.3 0.4 0.0 0.355
C 3.59848 0.04603 -0.14973 3.5 1.4 -5.9 -0.011
C 4.41740 -0.14755 1.13081 -2.4 7.6 -1.2 -0.424
C 5.82395 -0.35685 0.96680 4.8 3.1 -2.3 -0.365
C 6.13698 -1.51290 0.07054 -1.9 -5.1 4.4 -0.422
C 5.28929 -1.51389 -1.09517 -0.7 -1.7 -6.8 -0.409
C 3.79192 -1.25062 -1.11175 4.2 0.3 11.1 -0.384
H 3.21842 -1.08984 -1.83279 -4.0 0.9 -7.0 0.199
H 3.36010 -1.93202 -0.38830 -0.6 -1.3 -0.4 0.163
H 5.71083 -0.73320 -1.65543 0.5 1.8 -1.3 0.197
H 5.42762 -2.34246 -1.97832 0.2 1.0 2.7 0.207
H 5.69927 -2.41283 0.72083 0.4 1.1 -0.7 0.160
H 7.10454 -2.01061 -0.01847 0.4 1.3 -0.5 0.248
H 6.36589 0.66423 0.28449 -1.7 -2.6 2.4 0.165
H 6.27747 -0.39606 1.96854 0.4 0.0 -0.6 0.225
H 3.95179 -0.80052 1.76567 -1.2 -1.7 1.8 0.204
H 4.27616 1.08191 1.54168 0.4 -3.7 -0.2 0.209
H 4.05853 0.87055 -0.99552 -0.4 -1.7 3.0 0.215
H 0.18010 2.80642 -0.32624 -4.9 11.0 -5.4 0.359
C -1.76619 1.49393 0.89567 2.7 6.0 -0.4 -0.411
H -1.52368 1.91120 1.92110 -0.5 -1.0 -0.9 0.237
H -1.92877 2.69280 0.33279 0.4 -3.6 1.0 0.183
C -2.99102 0.76463 0.79037 -4.4 2.2 10.7 -0.003
H -3.84482 1.43876 1.52022 1.7 -1.2 -3.2 0.224
C -2.98102 -0.34393 2.00745 -0.2 2.5 1.1 -0.476
C -2.15273 -1.40703 1.68162 6.6 -4.7 1.3 -0.403
H -0.92332 -1.36213 1.98132 -3.2 0.4 -0.9 0.176
C -2.31516 -1.80812 0.34297 2.2 -6.7 -7.5 -0.455
H -1.43369 -2.54391 -0.18395 -1.5 1.7 2.1 0.216
H -3.13500 -2.60982 -0.00507 0.9 2.0 1.7 0.237
H -2.38829 -2.35702 2.11106 -0.3 -0.4 1.8 0.222
H -2.49998 -0.05230 2.94694 -1.2 1.1 0.2 0.220
H -3.89174 -0.89181 2.14826 -1.4 0.9 0.3 0.212
H 0.00962 0.07265 1.08928 -1.2 2.4 -2.2 0.223
H -1.04926 0.94273 -1.86468 -0.7 -1.0 0.7 0.223
H -2.68072 -0.93328 -1.76184 0.8 -1.4 2.1 0.228
H -5.06221 1.23911 -0.71829 0.7 -3.1 -1.1 0.159
H -4.51362 0.18107 -2.02871 0.5 -0.5 -3.9 0.207
H -6.63643 -0.83082 -2.19943 -1.4 -0.1 3.5 0.177
H -7.30301 0.07399 -0.69388 -1.3 2.8 0.7 0.195
H -7.43713 -1.65993 -0.53793 0.2 0.6 -0.8 0.211
```
Forces are in eV/Å.



Number 1: orbital gap 5.456 eV, E_HOMO -5.63 eV, E_LUMO -0.17 eV. Number 2: orbital gap 10.462 eV, E_HOMO -10.22 eV, E_LUMO 0.24 eV. Number 3: orbital gap 8.521 eV, E_HOMO -7.95 eV, E_LUMO 0.58 eV.